Entry 1:
Below is C2H5NO2S as an isolated structure in a non-equilibrium geometry, with properties calculated with ωB97M-V/def2-TZVPD.

CARTESIAN COORDINATES (ANGSTROEM)
C  -1.557  -0.012  -0.721
C  0.352  0.103  1.149
N  1.888  -0.032  -0.095
O  1.676  -0.727  -1.053
O  2.909  0.558  0.128
S  -0.737  -1.063  0.481
H  -2.092  -0.966  -1.301
H  -0.872  0.555  -1.429
H  -2.277  0.595  -0.331
H  -0.150  1.077  1.059
H  0.860  -0.090  2.111

Computed properties:
HOMO: -9.1 eV
net charge: 0
Kohn-Sham gap: 9.5652 eV
multiplicity: 1
relative energy (zero: lowest compared OMol25 entry of this formula, charge and spin): 454.3 kJ/mol

=====

Entry 2:
Below is C32H43ClEuN3OP as an isolated structure in a non-equilibrium geometry, with properties calculated with ωB97M-V/def2-TZVPD.

CARTESIAN COORDINATES (ANGSTROEM)
Eu  -0.137  0.803  0.418
C  -0.821  3.414  -2.312
C  -1.511  4.267  -1.240
C  -3.015  3.956  -1.219
C  -0.826  4.049  0.097
C  0.560  4.070  0.143
C  1.241  3.729  1.292
C  0.553  3.365  2.439
C  1.292  3.003  3.679
C  -0.833  3.401  2.416
C  -1.515  3.740  1.263
H  -1.360  3.422  -3.253
H  -0.770  2.374  -1.984
H  0.199  3.745  -2.513
H  -1.378  5.334  -1.488
H  -3.194  2.935  -0.876
H  -3.451  4.039  -2.218
H  -3.564  4.631  -0.561
H  1.110  4.359  -0.734
H  2.316  3.725  1.297
H  1.496  3.895  4.276
H  2.249  2.529  3.442
H  0.714  2.306  4.293
H  -1.378  3.151  3.309
H  -2.590  3.772  1.273
Cl  -2.257  0.770  -1.110
C  -2.577  -0.538  -2.379
C  -3.685  -0.497  -3.230
C  -3.863  -1.506  -4.180
C  -2.933  -2.550  -4.281
C  -1.820  -2.593  -3.430
C  -1.632  -1.581  -2.461
P  -0.170  -1.454  -1.207
C  0.758  -2.706  -1.975
C  1.702  -2.352  -2.946
C  2.521  -3.334  -3.515
C  2.396  -4.667  -3.115
C  1.454  -5.021  -2.147
C  0.635  -4.043  -1.573
C  -1.157  -2.118  0.183
C  -2.510  -2.546  0.190
C  -3.071  -3.086  1.351
C  -2.308  -3.212  2.514
C  -0.977  -2.794  2.516
C  -0.411  -2.254  1.362
H  -4.398  0.315  -3.152
H  -4.719  -1.480  -4.842
H  -3.076  -3.327  -5.020
H  -1.128  -3.414  -3.540
H  1.810  -1.321  -3.262
H  3.252  -3.061  -4.264
H  3.029  -5.426  -3.557
H  1.357  -6.054  -1.837
H  -0.088  -4.340  -0.827
H  -3.146  -2.484  -0.677
H  -4.104  -3.413  1.351
H  -2.745  -3.631  3.408
H  -0.381  -2.895  3.416
H  0.629  -1.940  1.384
C  2.732  0.828  -1.863
O  1.706  0.803  -0.889
H  3.283  -0.116  -1.837
H  3.408  1.662  -1.661
H  2.282  0.957  -2.851
H  2.147  0.686  -0.008
N  3.783  -1.059  3.043
C  2.988  0.132  3.443
C  2.037  0.528  2.303
N  1.227  -0.561  1.782
H  4.422  -1.357  3.790
H  4.343  -0.870  2.201
H  3.155  -1.844  2.830
H  3.696  0.932  3.674
H  2.438  -0.149  4.345
H  2.619  0.951  1.476
H  1.375  1.326  2.658
H  0.632  -1.049  2.490
H  1.712  -1.259  1.175
N  -0.137  0.803  4.012
C  -0.137  0.803  2.842
H  -0.137  0.803  5.022
H  -1.354  -0.413  1.635

Computed properties:
HOMO (alpha / beta): -10.8 / -11.0 eV
net charge: +2
Kohn-Sham gap (alpha / beta): 4.6792 / 4.8751 eV
multiplicity: 8
relative energy (zero: lowest compared OMol25 entry of this formula, charge and spin): 6.5 kJ/mol
expectation value of S²: 15.76

=====

Entry 3:
Below is C10H6Cl4MnN2O5 as an isolated structure in a non-equilibrium geometry, with properties calculated with ωB97M-V/def2-TZVPD.

CARTESIAN COORDINATES (ANGSTROEM)
Mn  0.088  0.200  -0.814
N  -0.047  -1.675  -1.667
C  0.809  -1.382  -2.840
C  0.912  0.155  -2.890
O  0.394  0.811  -3.778
N  1.598  0.627  -1.808
C  1.935  2.037  -1.762
C  0.771  2.789  -1.084
O  0.644  3.979  -1.155
O  -0.022  1.954  -0.438
H  0.266  -2.495  -1.166
H  -1.004  -1.847  -1.955
H  0.408  -1.759  -3.778
H  1.805  -1.784  -2.675
H  2.113  2.450  -2.753
H  2.815  2.182  -1.135
Cl  -3.377  -0.426  4.720
C  -2.132  -0.479  3.545
C  -0.822  -0.821  3.929
Cl  -0.487  -1.231  5.559
C  0.204  -0.834  2.993
Cl  1.815  -1.234  3.422
C  -0.079  -0.504  1.667
O  0.812  -0.473  0.694
C  -1.409  -0.221  1.260
O  -1.560  -0.031  -0.024
C  -2.428  -0.188  2.219
Cl  -4.019  0.200  1.717

Computed properties:
HOMO (alpha / beta): -8.7 / -8.8 eV
net charge: 0
Kohn-Sham gap (alpha / beta): 5.6631 / 5.8255 eV
multiplicity: 2
expectation value of S²: 0.80

=====

Entry 4:
Below is a 12-piece molecular cluster, C46H92Br2O22S11 overall in a non-equilibrium geometry, with properties calculated with ωB97M-V/def2-TZVPD.

CARTESIAN COORDINATES (ANGSTROEM)
C  -0.804  1.590  -0.288
C  -0.633  0.107  0.300
C  0.726  -0.482  -0.276
S  0.558  -0.005  -2.040
O  -0.314  -0.950  -2.721
O  1.894  0.304  -2.627
C  -0.438  1.562  -1.813
H  -0.085  2.185  0.275
H  -1.768  2.017  -0.013
H  -1.437  -0.573  0.019
H  -0.605  0.236  1.382
H  0.956  -1.547  -0.309
H  1.653  0.016  0.008
H  -1.201  1.488  -2.588
H  0.195  2.374  -2.170
C  0.776  -3.578  -4.231
C  2.214  -3.698  -3.565
C  2.641  -5.187  -3.542
S  1.448  -6.122  -4.530
O  0.527  -6.769  -3.576
O  2.124  -6.913  -5.581
C  0.707  -4.669  -5.320
H  0.729  -2.612  -4.733
H  -0.058  -3.680  -3.537
H  2.075  -3.249  -2.582
H  2.942  -3.139  -4.152
H  2.675  -5.662  -2.561
H  3.646  -5.350  -3.929
H  -0.213  -4.981  -5.814
H  1.343  -4.311  -6.129
C  3.856  -1.212  5.517
C  2.576  -0.447  5.495
C  2.327  0.224  4.151
S  2.698  -1.154  3.012
O  3.400  -0.598  1.812
O  1.495  -2.007  2.973
C  3.864  -1.962  4.149
H  3.798  -1.900  6.361
H  4.681  -0.507  5.609
H  2.456  0.416  6.150
H  1.745  -1.110  5.733
H  2.966  1.054  3.849
H  1.304  0.585  4.042
H  4.810  -1.968  3.607
H  3.606  -3.016  4.245
C  -2.523  -3.800  5.155
C  -2.452  -2.757  4.022
C  -1.613  -1.631  4.594
S  -2.443  -1.386  6.205
O  -3.455  -0.371  6.004
O  -1.375  -1.085  7.152
C  -3.152  -3.126  6.319
H  -1.582  -4.276  5.431
H  -3.211  -4.510  4.696
H  -3.413  -2.443  3.614
H  -2.035  -3.254  3.147
H  -1.302  -0.707  4.107
H  -0.633  -2.080  4.758
H  -4.237  -3.162  6.222
H  -2.892  -3.471  7.320
C  -3.750  -2.928  -1.507
C  -3.739  -1.686  -2.478
C  -3.584  -2.183  -3.945
S  -3.585  -4.025  -4.044
O  -2.530  -4.462  -4.936
O  -4.949  -4.548  -4.192
C  -2.966  -4.072  -2.209
H  -4.774  -3.261  -1.340
H  -3.259  -2.553  -0.609
H  -2.904  -1.028  -2.238
H  -4.676  -1.132  -2.434
H  -2.586  -1.865  -4.249
H  -4.365  -1.811  -4.608
H  -1.982  -3.612  -2.307
H  -2.987  -5.087  -1.812
C  -1.349  5.562  2.548
C  -0.241  4.600  2.122
C  0.878  5.495  1.624
S  1.040  6.835  2.920
O  1.332  8.153  2.257
O  1.800  6.349  4.051
C  -0.798  6.746  3.348
H  -1.977  4.919  3.165
H  -1.968  5.893  1.713
H  -0.613  3.868  1.405
H  0.052  4.109  3.050
H  0.558  5.963  0.693
H  1.822  5.084  1.267
H  -1.178  7.676  2.925
H  -1.005  6.780  4.418
C  -3.548  6.956  -3.160
C  -2.608  7.745  -2.189
C  -2.270  6.776  -0.986
S  -2.053  5.064  -1.703
O  -2.950  4.102  -1.035
O  -0.634  4.719  -1.833
C  -2.786  5.536  -3.328
H  -3.857  7.515  -4.043
H  -4.467  6.872  -2.580
H  -3.035  8.693  -1.861
H  -1.635  7.886  -2.661
H  -3.166  6.620  -0.385
H  -1.407  7.021  -0.369
H  -3.429  4.748  -3.718
H  -2.033  5.537  -4.116
C  4.514  -2.002  -1.172
C  5.760  -1.130  -0.767
C  6.902  -2.061  -0.675
S  6.291  -3.752  -0.083
O  6.642  -4.067  1.315
O  6.565  -4.719  -1.112
C  4.550  -3.262  -0.180
H  4.713  -2.338  -2.190
H  3.585  -1.440  -1.265
H  5.564  -0.743  0.234
H  5.955  -0.249  -1.377
H  7.684  -1.769  0.026
H  7.347  -2.158  -1.666
H  4.279  -2.916  0.817
H  3.865  -4.075  -0.421
C  2.786  3.894  -1.940
C  3.746  2.781  -1.483
C  4.523  3.315  -0.315
S  4.865  5.076  -0.763
O  6.153  5.135  -1.422
O  4.602  5.834  0.440
C  3.556  5.252  -2.091
H  2.042  4.106  -1.173
H  2.348  3.520  -2.865
H  4.388  2.409  -2.282
H  3.218  1.878  -1.175
H  5.406  2.802  0.065
H  3.825  3.494  0.503
H  3.990  5.399  -3.080
H  2.939  6.147  -2.018
C  -0.550  -7.128  1.099
C  -0.430  -6.317  2.392
C  0.297  -4.992  2.039
S  -0.285  -4.602  0.314
O  0.888  -4.212  -0.473
O  -1.418  -3.683  0.470
C  -1.019  -6.354  -0.057
H  -1.244  -7.963  1.191
H  0.402  -7.543  0.768
H  0.101  -6.880  3.160
H  -1.447  -6.091  2.712
H  1.320  -5.334  1.878
H  0.203  -4.159  2.735
H  -0.815  -6.724  -1.062
H  -2.062  -6.156  0.188
C  -4.351  0.440  2.002
C  -5.370  1.064  1.085
C  -6.372  1.942  1.914
S  -5.350  2.711  3.182
O  -6.047  2.537  4.484
O  -4.958  4.029  2.742
C  -3.877  1.483  3.028
H  -3.581  -0.037  1.397
H  -4.764  -0.423  2.525
H  -5.995  0.299  0.623
H  -4.870  1.680  0.338
H  -7.025  1.379  2.581
H  -7.065  2.738  1.640
H  -3.539  1.209  4.027
H  -3.052  2.031  2.574
Br  -0.994  3.061  -5.103
C  0.468  2.167  -6.001
C  0.113  1.279  -7.192
Br  1.636  1.132  -8.417
H  0.997  1.586  -5.246
H  1.061  3.021  -6.329
H  -0.721  1.851  -7.599
H  -0.267  0.291  -6.934

Computed properties:
HOMO (alpha / beta): -12.0 / -12.0 eV
net charge: +1
Kohn-Sham gap (alpha / beta): 9.5257 / 2.5403 eV
multiplicity: 2
expectation value of S²: 0.76

=====

Entry 5:
Below is a 2-piece molecular cluster, CH2NO3S overall in a non-equilibrium geometry, with properties calculated with ωB97M-V/def2-TZVPD.

CARTESIAN COORDINATES (ANGSTROEM)
C  1.271  0.414  0.342
N  0.567  1.280  -0.451
O  -2.434  -0.528  0.913
O  -2.077  -1.654  -1.088
O  1.735  0.684  -0.981
S  -1.992  -0.343  -0.465
H  2.093  0.662  1.074
H  0.839  -0.515  0.656

Computed properties:
HOMO (alpha / beta): -1.6 / -4.3 eV
net charge: -1
Kohn-Sham gap (alpha / beta): 5.2723 / 8.2901 eV
multiplicity: 1
relative energy (zero: lowest compared OMol25 entry of this formula, charge and spin): 473.7 kJ/mol

=====

Entry 6:
Below is a 11-piece molecular cluster, C47H117N15O11 overall in a non-equilibrium geometry, with properties calculated with ωB97M-V/def2-TZVPD.

CARTESIAN COORDINATES (ANGSTROEM)
C  0.810  2.768  3.290
C  1.542  3.754  2.340
C  1.070  5.135  2.742
C  1.968  6.335  2.464
C  3.429  5.953  2.907
C  3.950  4.654  2.389
N  3.003  3.507  2.622
O  3.461  2.266  2.372
C  4.337  4.778  0.854
C  5.235  4.442  3.194
C  1.092  3.423  0.878
H  -0.261  2.944  3.386
H  1.074  2.980  4.326
H  0.994  1.751  2.942
H  0.147  5.370  2.212
H  0.823  5.149  3.803
H  1.561  7.166  3.039
H  2.018  6.638  1.418
H  3.589  5.937  3.985
H  4.069  6.730  2.490
H  4.253  3.833  0.317
H  3.771  5.570  0.365
H  5.303  5.244  0.660
H  5.130  4.439  4.279
H  5.683  3.479  2.949
H  6.014  5.186  3.028
H  1.952  3.735  0.286
H  0.206  3.901  0.459
H  1.059  2.346  0.716
H  3.467  2.156  1.418
C  -2.571  -4.125  -4.120
C  -3.499  -3.313  -3.196
C  -4.926  -3.219  -3.927
C  -6.159  -3.002  -3.092
C  -6.172  -3.939  -1.835
C  -4.878  -3.852  -0.933
N  -3.687  -4.007  -1.864
O  -2.437  -4.138  -1.206
C  -4.975  -2.486  -0.209
C  -4.930  -4.936  0.091
C  -2.792  -1.897  -3.062
H  -3.031  -5.079  -4.380
H  -1.547  -4.320  -3.801
H  -2.514  -3.718  -5.129
H  -4.901  -2.285  -4.488
H  -5.071  -4.016  -4.657
H  -7.079  -3.084  -3.671
H  -6.012  -1.953  -2.832
H  -6.263  -4.940  -2.256
H  -7.104  -3.916  -1.270
H  -5.893  -2.449  0.378
H  -4.065  -2.439  0.390
H  -4.916  -1.684  -0.944
H  -5.757  -4.819  0.792
H  -4.950  -5.917  -0.384
H  -4.107  -5.038  0.799
H  -3.283  -1.268  -2.320
H  -2.913  -1.354  -4.000
H  -1.772  -2.010  -2.692
H  -2.286  -3.204  -1.038
C  -0.517  1.617  -3.709
C  0.251  2.755  -4.329
C  -0.790  3.666  -5.038
C  -0.242  5.025  -5.443
C  0.404  5.793  -4.254
C  1.411  4.916  -3.348
N  0.843  3.546  -3.185
O  1.541  2.777  -2.206
C  2.838  4.833  -4.020
C  1.401  5.648  -1.994
C  1.281  2.201  -5.395
H  0.179  0.982  -3.162
H  -0.905  1.011  -4.528
H  -1.315  1.946  -3.044
H  -1.256  3.202  -5.907
H  -1.637  3.919  -4.401
H  -1.035  5.635  -5.876
H  0.396  4.928  -6.321
H  -0.352  6.409  -3.765
H  1.121  6.426  -4.777
H  3.534  4.206  -3.462
H  2.874  4.508  -5.060
H  3.271  5.834  -4.009
H  2.195  5.254  -1.359
H  1.554  6.726  -1.950
H  0.526  5.456  -1.373
H  2.077  1.756  -4.796
H  1.684  2.971  -6.052
H  0.777  1.454  -6.007
H  1.031  2.836  -1.395
C  0.082  -0.996  0.092
O  -0.893  -1.735  -0.170
N  0.902  -1.319  1.044
N  0.450  -0.022  -0.680
H  0.823  -2.246  1.438
H  1.698  -0.803  1.390
H  1.120  0.610  -0.267
H  -0.226  0.179  -1.402
C  4.477  -1.133  3.251
O  3.664  -1.425  2.401
N  4.760  0.088  3.510
N  5.111  -1.990  3.934
H  4.241  0.824  3.053
H  5.418  0.199  4.267
H  5.839  -1.716  4.578
H  4.718  -2.913  4.053
C  3.188  -4.775  0.637
O  3.631  -5.551  1.479
N  3.161  -3.461  0.758
N  2.607  -4.997  -0.488
H  2.638  -2.837  0.160
H  3.697  -2.899  1.405
H  2.321  -4.155  -0.967
H  2.255  -5.907  -0.750
C  4.021  0.382  -0.768
O  3.339  1.003  0.008
N  3.955  0.550  -2.074
N  4.655  -0.740  -0.505
H  4.111  -0.187  -2.747
H  3.443  1.358  -2.399
H  4.616  -1.048  0.456
H  5.213  -1.281  -1.150
C  1.569  -1.889  -4.463
C  1.399  -2.771  -3.203
C  1.648  -4.265  -3.503
O  0.884  -4.672  -4.631
C  0.876  -6.069  -4.757
N  2.264  -2.235  -2.134
H  0.795  -1.904  -5.230
H  2.561  -2.018  -4.897
H  1.487  -0.850  -4.145
H  0.361  -2.649  -2.895
H  1.470  -4.866  -2.612
H  2.668  -4.364  -3.873
H  1.891  -6.464  -4.799
H  0.230  -6.507  -5.518
H  0.427  -6.519  -3.872
H  3.179  -2.242  -2.563
H  2.147  -1.251  -1.936
C  -6.538  5.480  0.412
C  -5.068  4.993  0.703
C  -4.879  3.434  0.525
O  -3.500  3.064  0.522
C  -3.409  1.654  0.324
N  -4.167  5.676  -0.232
H  -6.847  5.131  -0.573
H  -6.729  6.546  0.283
H  -7.305  4.984  1.005
H  -4.781  5.348  1.693
H  -5.240  3.130  -0.457
H  -5.440  2.824  1.233
H  -4.092  1.242  -0.419
H  -3.726  1.132  1.228
H  -2.360  1.401  0.170
H  -3.263  5.279  -0.019
H  -4.446  5.314  -1.133
C  0.255  -0.765  4.377
C  0.948  -0.192  5.643
C  0.396  -0.696  7.001
O  -1.009  -0.621  7.069
C  -1.508  -0.712  8.357
N  2.335  -0.522  5.579
H  -0.617  -0.165  4.115
H  0.055  -1.836  4.405
H  0.912  -0.813  3.508
H  0.830  0.891  5.682
H  0.928  -0.199  7.812
H  0.676  -1.742  7.128
H  -1.308  0.203  8.914
H  -1.015  -1.501  8.925
H  -2.561  -0.996  8.374
H  2.978  0.203  5.866
H  2.610  -0.710  4.626
C  -1.667  -4.553  4.298
C  -1.139  -4.376  2.863
C  -1.243  -5.667  2.010
O  -0.436  -6.725  2.619
C  -0.634  -8.030  2.094
N  -1.983  -3.369  2.186
H  -2.719  -4.836  4.305
H  -1.548  -3.632  4.869
H  -1.359  -5.415  4.889
H  -0.074  -4.157  2.935
H  -0.915  -5.572  0.975
H  -2.229  -6.115  1.884
H  -1.642  -8.386  2.306
H  0.071  -8.692  2.596
H  -0.362  -8.134  1.044
H  -2.000  -2.434  2.565
H  -1.529  -3.284  1.288

Computed properties:
SMILES string: CC1(C)CCCC(C)(C)N1O.CC1(C)CCCC(C)(C)N1O.CC1(C)CCCC(C)(C)N1O.COC[C@H](C)N.COC[C@H](C)N.COC[C@H](C)N.COC[C@H](C)N.NC(N)=O.NC(N)=O.NC(N)=O.NC(N)=O
HOMO: -7.7 eV
net charge: 0
Kohn-Sham gap: 7.8798 eV
multiplicity: 1
relative energy (zero: lowest compared OMol25 entry of this formula, charge and spin): 268.5 kJ/mol